1.
Density functional theory data (ωB97M-V/def2-TZVPD) for a structure of composition C18H42AgN6O6 in a non-equilibrium geometry.

Summary:
Total energy (eV): -44564.5595
Orbital gap (eV): 6.0
E_LUMO (Eh): -0.189
Net charge: +1
HOMO level (Ha): -0.4084
Energy relative to the best compared isomer or geometry (same formula, charge and spin) (eV): 6.1636
M (g mol⁻¹): 546.44

Last column: Mulliken charge in e.
Positions of all 73 atoms, in Å:
Ag  0.911  -0.087  -0.116  0.99
C  -1.667  -2.064  5.570  -1.02
C  -0.236  -2.275  5.006  0.63
O  -0.025  -2.289  3.777  -0.71
N  0.678  -2.600  5.853  -0.15
C  0.700  -2.542  7.354  -0.81
H  -1.900  -1.041  5.864  0.27
H  -1.863  -2.751  6.393  0.32
H  -2.471  -2.524  4.996  0.33
H  1.542  -2.941  5.454  0.25
H  1.264  -1.648  7.621  0.28
H  1.273  -3.407  7.688  0.32
H  -0.212  -2.661  7.939  0.30
C  1.554  -6.135  -2.657  -1.07
C  1.371  -5.227  -1.512  0.70
O  1.918  -4.089  -1.493  -0.69
N  0.583  -5.665  -0.516  -0.17
C  -0.540  -6.672  -0.556  -0.81
H  0.599  -6.221  -3.174  0.28
H  1.801  -7.126  -2.276  0.32
H  2.301  -5.898  -3.414  0.31
H  0.511  -5.009  0.249  0.25
H  -1.271  -6.367  -1.305  0.28
H  -0.950  -6.681  0.454  0.33
H  -0.198  -7.657  -0.871  0.27
C  -2.782  -2.449  -5.090  -1.04
C  -2.885  -2.161  -3.573  0.72
O  -2.106  -1.473  -2.988  -0.67
N  -3.922  -2.701  -2.966  -0.20
C  -4.211  -2.622  -1.522  -0.88
H  -1.749  -2.582  -5.411  0.30
H  -3.399  -1.665  -5.529  0.28
H  -3.233  -3.425  -5.269  0.34
H  -4.592  -3.289  -3.440  0.22
H  -4.304  -3.661  -1.205  0.29
H  -5.222  -2.222  -1.458  0.32
H  -3.611  -1.965  -0.893  0.31
C  -4.050  3.965  2.285  -0.96
C  -3.249  3.337  1.167  0.61
O  -2.066  3.095  1.350  -0.70
N  -3.888  3.047  0.072  -0.09
C  -5.230  3.396  -0.227  -1.06
H  -5.119  3.779  2.182  0.36
H  -3.852  5.015  2.502  0.26
H  -3.668  3.543  3.215  0.29
H  -3.438  2.590  -0.708  0.27
H  -6.028  2.766  0.167  0.33
H  -5.420  3.349  -1.300  0.32
H  -5.467  4.422  0.054  0.37
C  3.301  2.891  4.444  -0.95
C  4.102  2.759  3.213  0.65
O  4.032  1.704  2.550  -0.69
N  4.801  3.846  2.898  -0.19
C  5.626  3.998  1.689  -0.85
H  2.964  3.924  4.536  0.35
H  3.628  2.448  5.384  0.25
H  2.318  2.461  4.250  0.27
H  5.049  4.495  3.631  0.29
H  4.975  4.461  0.948  0.28
H  6.031  3.067  1.293  0.29
H  6.411  4.742  1.825  0.33
C  2.042  2.447  -5.942  -0.93
C  2.644  3.469  -5.040  0.70
O  2.678  3.297  -3.850  -0.68
N  3.159  4.528  -5.581  -0.23
C  3.707  5.679  -4.861  -0.82
H  0.956  2.418  -5.856  0.25
H  2.575  1.518  -5.735  0.27
H  2.406  2.647  -6.950  0.32
H  2.958  4.718  -6.552  0.24
H  4.437  6.178  -5.498  0.29
H  4.124  5.423  -3.887  0.30
H  2.891  6.372  -4.655  0.29

***

2.
Density functional theory data (ωB97M-V/def2-TZVPD) for a cluster of 2 separate species, C3H9OS in total in a non-equilibrium geometry.

Summary:
Total energy (eV): -16139.4121
Orbital gap (eV): 6.3
E_LUMO (Eh): 0.144
Net charge: -1
HOMO level (Ha): -0.0867
Energy relative to the best compared isomer or geometry (same formula, charge and spin) (eV): 1.6443
M (g mol⁻¹): 93.17

Last column: Mulliken charge in e.
Positions of all 14 atoms, in Å:
C  -1.282  0.602  -1.478  -1.00
C  -1.075  -0.747  -0.722  -0.38
C  0.299  -1.329  -0.342  -0.69
S  0.962  -0.887  1.331  -0.69
H  -0.422  1.332  -1.802  0.21
H  -1.906  1.304  -0.975  0.38
H  -1.780  0.527  -2.526  0.26
H  -1.812  -0.649  0.165  0.21
H  -1.535  -1.527  -1.378  0.33
H  1.086  -0.821  -0.972  0.16
H  0.371  -2.410  -0.493  0.28
H  0.849  2.697  -0.375  0.28
H  0.145  1.633  0.245  0.30
O  0.245  2.620  0.258  -0.64

***

3.
Density functional theory data (ωB97M-V/def2-TZVPD) for an isolated molecule of C4H10N2OS in a non-equilibrium geometry.

Summary:
Total energy (eV): -20173.1427
Orbital gap (eV): 9.7
E_LUMO (Eh): 0.027
HOMO level (Ha): -0.3292
Energy relative to the best compared isomer or geometry (same formula, charge and spin) (eV): 0.7802
M (g mol⁻¹): 134.20
SMILES string: CNC(=O)[C@@H](N)CS

Last column: Mulliken charge in e.
Positions of all 18 atoms, in Å:
C  -0.014  -2.047  1.411  -0.83
N  0.306  -1.927  -0.015  -0.18
C  0.200  -0.831  -0.793  0.36
O  0.318  -0.930  -2.007  -0.67
C  -0.125  0.558  -0.186  0.31
N  0.578  0.763  1.066  -0.58
C  0.057  1.658  -1.230  -0.87
S  -1.453  2.369  -1.929  -0.20
H  -0.535  -2.958  1.566  0.35
H  -0.599  -1.197  1.738  0.32
H  0.892  -2.083  2.016  0.25
H  0.431  -2.808  -0.491  0.27
H  -1.179  0.487  0.043  0.29
H  1.571  0.702  1.016  0.21
H  0.300  1.608  1.550  0.22
H  0.664  2.456  -0.830  0.39
H  0.554  1.261  -2.110  0.28
H  -1.964  2.917  -0.816  0.10

***

4.
Density functional theory data (ωB97M-V/def2-TZVPD) for an isolated molecule of C3H4BrNO.

Summary:
Total energy (eV): -76754.4637
Orbital gap (eV): 11.0
E_LUMO (Eh): 0.029
HOMO level (Ha): -0.3769
Energy relative to the best compared isomer or geometry (same formula, charge and spin) (eV): 1.0562
M (g mol⁻¹): 149.98
SMILES string: O=CN1C[C@@H]1Br

Last column: Mulliken charge in e.
Positions of all 10 atoms, in Å:
O  1.240  1.806  -0.142  -0.49
C  1.058  0.828  -0.810  0.12
N  -0.064  0.066  -0.621  -0.20
C  -0.223  -1.145  0.134  -0.30
C  -0.686  0.166  0.648  -0.17
Br  -2.566  0.537  0.666  -0.15
H  1.699  0.509  -1.641  0.37
H  0.659  -1.596  0.574  0.25
H  -0.948  -1.848  -0.259  0.23
H  -0.169  0.678  1.450  0.35

***

Q: Among the records above, which one has the lowest E_LUMO?
A: C18H42AgN6O6

***

Q: Which of these has the lowest energy relative to the best compared isomer or geometry (same formula, charge and spin)?
A: C4H10N2OS

***

Q: Look up the E_LUMO of the first one.
A: -0.189 Eh

***

Q: Which of these has the lowest orbital gap?
A: C18H42AgN6O6